No. 1
Density functional theory data (the ωB97M-V functional and the def2-TZVPD basis) for a structure of composition C32H54LuN2O3P2 at a distorted geometry.

## Properties
Orbital gap   4.9 eV
Charge   +1

XYZ file:
```
94
Properties=species:S:1:pos:R:3:forces:R:3:mulliken_charge:R:1
Lu 0.1021 0.1571 -0.0457 -6.0 1.5 1.7 1.04
C -3.0722 -0.3150 -1.0719 0.4 0.3 1.1 0.97
C -2.5840 -1.4895 -0.4111 1.0 0.9 0.5 0.34
C -3.2461 0.0234 1.2020 0.2 -0.6 -1.3 1.25
C -3.4961 0.5966 -0.0764 0.4 -1.2 0.3 0.99
C -2.6778 -1.2624 1.0051 0.1 0.9 -0.8 0.26
C -3.3886 -0.1646 -2.5103 -0.3 0.1 -0.5 -1.82
H -2.7920 -0.8369 -3.1364 -0.2 0.1 0.0 0.40
H -3.2299 0.8693 -2.8539 0.0 -0.3 0.0 0.31
H -4.4536 -0.3983 -2.6816 0.3 0.0 -0.2 0.34
C -4.3004 1.8059 -0.3380 -0.3 0.5 -0.2 -2.03
H -3.8264 2.4396 -1.1048 -0.2 0.0 0.3 0.31
H -4.4460 2.3891 0.5795 0.0 -0.1 -0.4 0.55
H -5.3034 1.5305 -0.7105 0.3 0.2 0.1 0.38
C -3.7407 0.5439 2.4943 -0.1 0.3 0.6 -1.88
H -4.7837 0.2334 2.6973 0.4 0.1 -0.1 0.30
H -3.7326 1.6430 2.5063 0.0 -0.3 0.1 0.19
H -3.1224 0.1750 3.3275 -0.2 0.2 -0.1 0.40
C -2.5412 -2.2898 2.0671 -0.1 -0.3 0.3 -1.68
H -3.5462 -2.5564 2.4487 0.5 -0.1 0.0 0.43
H -1.9509 -1.9303 2.9248 -0.2 -0.2 -0.1 0.10
H -2.0715 -3.2034 1.6756 -0.1 0.1 0.2 0.35
C -2.4585 -2.8289 -1.0417 -0.2 -0.5 -0.1 -1.54
H -3.4115 -3.3764 -0.9015 0.4 0.0 -0.2 0.38
H -1.6578 -3.4363 -0.5897 -0.2 0.0 -0.2 0.20
H -2.2792 -2.7555 -2.1243 0.0 -0.1 0.2 0.46
C 3.5096 -0.5106 -3.1825 -1.2 -0.2 -1.9 -0.14
C 2.4753 -0.9583 -3.9651 3.1 0.4 -1.8 -0.34
C 2.5123 -2.3311 -4.6161 -0.3 -0.3 -0.2 -1.12
C 2.7306 -3.4679 -3.6092 0.2 0.0 -0.9 -1.26
C 2.2872 -3.1710 -2.2087 1.1 -1.1 0.7 0.03
C 3.2018 -2.8951 -1.2542 -0.5 -1.0 -0.4 -1.39
C 4.5047 -2.1960 -1.4593 0.6 -0.5 -0.6 -0.58
C 4.6421 -1.3829 -2.7678 1.0 -0.1 0.3 -1.64
H 3.2932 -2.4018 -5.3952 -0.2 0.4 0.3 0.36
H 3.7846 -3.7831 -3.6298 -0.3 0.3 0.3 0.44
H 1.5766 -2.4950 -5.1705 0.2 0.1 0.2 0.32
H 4.9518 -2.0450 -3.5824 -0.3 0.1 0.0 0.33
H 3.6000 0.5523 -2.9231 -0.1 -0.5 -0.1 0.66
H 1.7881 -0.3116 -4.5352 0.7 -0.1 0.5 0.95
H 5.5107 -0.7322 -2.6220 -0.1 0.0 0.0 0.54
H 4.7197 -1.5443 -0.5986 -0.2 -0.2 -0.2 0.32
H 3.0753 -3.2632 -0.2398 -0.5 0.6 -0.1 1.12
H 5.3145 -2.9458 -1.4606 -0.1 0.2 0.1 0.51
H 2.2105 -4.3612 -3.9800 -0.1 0.2 0.3 0.39
H 1.2490 -3.4249 -1.9827 0.5 -0.4 0.2 0.58
P 0.9491 0.3879 -2.4920 -2.6 0.9 4.9 0.57
P 0.8936 -1.9836 1.3168 -0.4 1.1 -0.5 1.29
C 2.1679 -0.1769 -0.8254 2.2 -0.6 -2.8 2.89
C 2.2477 -0.8179 0.5771 0.5 -1.0 1.4 -2.18
H 2.9915 0.5260 -0.9473 -0.2 0.1 0.3 0.90
H 2.3898 -1.0048 -1.4930 0.4 0.1 0.4 -2.96
H 3.1233 -1.4733 0.5365 -0.1 0.5 -0.1 0.70
H 2.4916 -0.0625 1.3690 -0.5 -0.6 -0.5 0.65
C 1.2629 -1.8834 3.0815 -0.1 -0.1 0.6 -1.26
H 0.2859 -1.8486 3.5928 0.5 -0.1 0.0 0.30
H 1.8235 -0.9627 3.3227 -0.2 -0.5 -0.2 0.38
H 1.8146 -2.7797 3.4091 -0.1 0.4 0.0 0.42
C 0.9905 -3.7277 0.8255 0.4 -0.4 -0.2 -1.36
H 1.9425 -4.2021 1.1197 -0.5 0.0 0.0 0.62
H 0.8698 -3.8296 -0.2633 0.0 0.0 0.6 0.03
H 0.1434 -4.2598 1.2938 0.4 0.3 0.0 0.47
C 1.4767 1.8246 -3.4557 0.6 -0.2 -1.0 -1.16
H 0.5428 2.2137 -3.9025 0.4 0.0 0.3 0.41
H 2.1802 1.5690 -4.2571 -0.1 0.3 0.1 0.54
H 1.9514 2.5753 -2.7924 -0.6 -0.5 -0.1 0.34
C 0.0512 -1.1794 -2.8135 0.8 -0.6 -1.7 0.18
H -0.3064 -1.7354 -1.9241 -0.2 0.9 0.0 -0.77
H 0.6943 -1.8856 -3.3490 -0.6 0.1 0.2 -0.29
H -0.7727 -0.9383 -3.4957 -0.1 0.0 0.5 0.50
C -2.0871 2.9860 4.6032 -0.2 -0.2 0.2 -1.30
C -0.6938 3.2097 4.0411 0.7 0.2 0.4 -0.47
C -0.5005 3.6253 2.5704 -0.5 0.7 -1.0 2.41
C -1.4868 4.7368 2.1215 0.6 0.3 0.2 -1.32
C -2.9381 4.3840 1.9175 -0.4 -0.3 -0.2 -1.07
C 0.9022 4.2422 2.5061 0.8 1.2 -0.4 -0.35
O 1.1474 5.4242 2.3319 -0.3 -1.6 0.5 -0.59
N 1.9332 3.3081 2.6879 0.2 -0.3 0.1 0.07
C 1.8302 1.9568 2.3839 -0.2 -0.2 0.2 -0.04
O 2.7295 1.1489 2.6411 -0.6 1.2 -0.1 -0.76
N 0.6815 1.6097 1.6969 0.7 -0.5 0.3 -0.25
C -0.3665 2.4623 1.6011 -0.9 -0.3 -1.7 -0.35
O -1.1219 2.2381 0.6086 1.0 0.1 1.2 -0.83
H -2.6368 3.9305 4.7026 0.1 -0.3 -0.1 0.37
H -1.9671 2.5770 5.6165 -0.1 0.1 -0.2 0.45
H -2.6796 2.2725 4.0207 0.2 0.3 0.2 0.17
H -0.2502 4.0432 4.6123 0.0 -0.4 0.0 0.40
H -0.0548 2.3333 4.2091 -0.2 0.1 0.2 0.32
H -1.4063 5.5175 2.8966 0.1 -0.1 -0.3 0.37
H -1.1122 5.1818 1.1853 0.0 -0.1 0.4 0.43
H -3.4521 4.1152 2.8443 0.0 0.1 -0.3 0.28
H -3.4421 5.2580 1.4883 0.0 -0.2 0.1 0.49
H -3.0159 3.5589 1.2054 -0.1 0.2 0.2 -0.03
H 2.8556 3.6404 2.9261 0.0 0.1 0.0 0.31
```
Forces are in eV/Å.



No. 2
Density functional theory data (the ωB97M-V functional and the def2-TZVPD basis) for a cluster of 6 separate species, C32H54N2O12 in total at a distorted geometry.

## Properties
Relative energy (zero: lowest compared OMol25 entry of this formula, charge and spin)   0.0 kJ/mol
Orbital gap   8.9 eV
Structure (SMILES)   CCCc1ccc(CN)c2c1C(=O)NC2=O.CCOC(C)=O.CCOC(C)=O.CCOC(C)=O.CCOC(C)=O.CCOC(C)=O
Charge   0

XYZ file:
```
100
Properties=species:S:1:pos:R:3:forces:R:3:mulliken_charge:R:1
C 5.8971 0.9682 -2.0905 0.0 0.2 0.1 -0.90
C 5.3828 2.3136 -2.6531 -0.4 -0.8 0.3 -0.22
C 4.3103 2.1041 -3.7420 0.0 0.2 0.2 -1.74
C 3.2027 1.1872 -3.2976 0.0 0.1 0.0 0.86
C 3.1014 -0.1194 -3.7782 -0.1 0.0 0.1 -0.36
C 2.1021 -0.9968 -3.3622 0.3 0.2 -0.1 -0.94
C 1.1362 -0.6170 -2.4312 -0.1 -0.1 0.1 0.48
C 0.0678 -1.5805 -1.9715 0.4 -0.1 -0.1 -0.36
N 0.5205 -2.3800 -0.8173 -0.2 0.1 0.0 -0.53
C 1.2294 0.6841 -1.9608 0.3 0.0 0.0 0.48
C 2.2227 1.5672 -2.3863 -0.1 -0.3 0.1 0.03
C 1.9789 2.8828 -1.7354 -0.1 0.2 0.2 0.36
O 2.6165 3.8962 -1.8065 -0.1 0.1 -0.3 -0.60
N 0.8095 2.7493 -0.9174 0.0 -0.7 -0.8 -0.16
C 0.3710 1.3917 -0.9776 0.0 0.2 0.1 0.05
O -0.5102 0.9449 -0.2939 -0.1 0.1 -0.1 -0.63
H 5.4646 0.7873 -1.1036 0.0 -0.2 -0.1 0.28
H 6.9775 0.9764 -1.9636 0.0 0.0 -0.1 0.17
H 5.6210 0.1305 -2.7342 0.1 0.0 0.0 0.27
H 4.9025 2.8525 -1.8347 0.3 0.3 -0.1 0.23
H 6.2148 2.8941 -3.0401 -0.1 0.1 0.0 0.46
H 4.7832 1.6879 -4.6337 -0.1 0.0 -0.1 0.43
H 3.8619 3.0730 -3.9760 0.2 0.0 -0.2 0.38
H 3.8407 -0.4423 -4.5018 -0.1 -0.1 0.0 0.45
H 2.0886 -1.9991 -3.7767 -0.1 0.0 0.0 0.43
H -0.1449 -2.2458 -2.8119 -0.2 0.1 0.0 0.49
H -0.8295 -1.0212 -1.7117 -0.1 -0.1 0.0 -0.26
H 0.4519 -3.3694 -1.0028 0.1 0.0 0.0 0.25
H 1.4753 -2.1634 -0.5704 0.0 -0.1 0.0 0.23
H 0.0608 3.3849 -1.1689 0.1 0.4 0.6 0.21
O -3.7917 0.5358 -2.2912 0.0 -0.1 -0.1 -0.62
C -4.0813 -0.1635 -1.3553 -0.1 0.2 0.1 0.57
O -4.9528 -1.1744 -1.5602 0.1 -0.1 -0.1 -0.40
C -5.1897 -2.1647 -0.5547 -0.1 -0.2 0.2 -0.10
C -6.1960 -1.7140 0.4806 0.0 0.2 0.0 -0.74
C -3.5590 0.1126 0.0328 0.2 -0.2 -0.1 -0.04
H -4.2488 -2.4637 -0.0894 0.0 0.0 0.0 0.14
H -5.5657 -3.0318 -1.0987 0.0 0.1 -0.1 0.33
H -5.8290 -0.8481 1.0265 0.0 -0.1 0.1 0.10
H -6.3766 -2.5115 1.2036 0.0 0.0 0.0 0.26
H -7.1432 -1.4443 0.0121 0.0 -0.1 -0.1 0.35
H -4.2123 0.8493 0.5015 0.0 0.0 0.0 0.22
H -2.5599 0.5283 -0.0713 -0.2 0.1 0.0 -0.01
H -3.5074 -0.7574 0.6803 -0.1 0.0 0.0 0.03
O 8.2641 2.9588 -1.7095 0.1 0.1 0.0 -0.49
C 9.3118 2.8541 -1.1334 -0.1 0.0 0.2 0.78
O 10.0553 1.7518 -1.3579 0.0 0.0 -0.1 -0.39
C 11.3839 1.5928 -0.8490 0.1 0.0 0.1 -0.42
C 11.3941 1.0500 0.5643 -0.1 0.0 0.0 -1.00
C 9.7712 3.8755 -0.1201 0.2 0.1 -0.2 -1.07
H 11.9412 2.5263 -0.9351 0.0 0.0 0.0 0.38
H 11.8508 0.8815 -1.5280 0.0 0.0 0.0 0.32
H 10.9185 1.7379 1.2635 0.0 0.0 0.0 0.27
H 12.4188 0.8799 0.8952 0.0 0.0 0.0 0.38
H 10.8525 0.1052 0.6062 0.0 0.0 0.0 0.30
H 9.3157 3.6334 0.8397 0.0 0.0 0.0 0.27
H 9.4084 4.8488 -0.4390 -0.1 0.0 0.0 0.33
H 10.8488 3.9329 0.0058 0.0 -0.1 0.1 0.34
O -5.1551 0.2044 3.0670 0.0 0.1 0.1 -0.56
C -4.1266 -0.1032 3.6078 0.0 -0.1 0.0 0.80
O -3.4612 -1.1718 3.1266 0.0 0.0 -0.1 -0.12
C -2.1484 -1.5475 3.5682 0.1 -0.1 0.1 -0.43
C -2.1917 -2.4183 4.8052 -0.2 0.0 0.0 -1.08
C -3.6058 0.6229 4.8235 0.2 0.1 -0.1 -1.29
H -1.5251 -0.6629 3.7032 0.0 0.0 0.0 0.38
H -1.7295 -2.1039 2.7313 0.0 0.0 0.0 0.33
H -2.6218 -1.8890 5.6562 0.0 0.0 0.0 0.29
H -1.1849 -2.7382 5.0736 0.0 0.0 0.0 0.39
H -2.7990 -3.3040 4.6191 0.0 0.0 0.0 0.28
H -4.0869 0.2012 5.7056 0.0 0.0 0.0 0.31
H -3.8928 1.6676 4.7389 -0.1 0.0 0.0 0.34
H -2.5281 0.5690 4.9498 0.0 -0.1 0.0 0.38
O -3.2001 -6.2127 2.8596 0.0 0.0 0.0 -0.58
C -4.0750 -6.2223 2.0392 0.0 -0.1 -0.1 0.78
O -5.2362 -6.8377 2.3432 0.0 0.1 0.1 -0.39
C -6.3980 -6.7602 1.5109 -0.1 0.0 -0.1 -0.10
C -6.3845 -7.7982 0.4086 0.1 0.0 0.0 -0.99
C -3.8855 -5.6231 0.6642 -0.2 0.3 0.1 -0.76
H -6.5245 -5.7489 1.1215 0.0 0.0 0.0 0.07
H -7.2297 -6.9436 2.1888 0.0 0.0 0.0 0.34
H -5.5519 -7.6458 -0.2783 0.0 0.0 0.0 0.27
H -7.3119 -7.7533 -0.1628 0.0 0.0 0.0 0.36
H -6.2855 -8.7959 0.8356 0.0 0.0 0.0 0.30
H -3.4024 -6.3609 0.0246 0.0 0.0 0.0 0.31
H -3.2265 -4.7642 0.7649 0.1 -0.1 0.0 0.24
H -4.8066 -5.2909 0.1926 0.0 -0.1 -0.1 0.16
O -3.5902 7.2600 1.3727 0.0 0.0 0.0 -0.57
C -3.2759 6.2087 0.8890 -0.1 -0.1 0.1 0.70
O -3.4794 6.0196 -0.4312 0.1 0.1 0.0 -0.37
C -2.9896 4.8707 -1.1303 0.0 -0.1 -0.1 -0.44
C -3.9180 3.6821 -1.0237 0.0 0.0 0.1 -0.47
C -2.7269 5.0769 1.7298 0.2 0.1 -0.1 -0.72
H -1.9784 4.6311 -0.7929 0.0 0.0 0.0 0.22
H -2.9083 5.1949 -2.1666 0.0 0.0 0.0 0.39
H -4.0233 3.3523 0.0108 0.0 0.0 0.0 0.04
H -3.5440 2.8433 -1.6118 0.0 0.0 0.0 0.24
H -4.9099 3.9469 -1.3900 0.0 0.0 0.0 0.32
H -3.5684 4.5305 2.1553 0.0 0.0 0.0 0.20
H -2.1499 5.5142 2.5403 -0.1 0.0 0.0 0.33
H -2.0912 4.3779 1.1929 -0.1 -0.1 0.0 0.17
```
Forces are in eV/Å.